# 1
Below is a cluster of 8 separate species, C36H61ClN9O2P in total at a distorted geometry, with properties calculated with wB97M-V/def2-TZVPD.

The HOMO-LUMO gap comes out at 9.9 eV. The calculation puts the HOMO energy at -9.47 eV. The LUMO energy is 0.42 eV. As for the total charge: 0.

Last column: Mulliken charge in e.
Element x y z (Å)
N -2.148576 2.084408 0.336206  -0.49
C -1.766617 1.033247 0.246576  -0.42
C -1.063451 -0.317303 0.314980  0.64
C 0.112644 -0.397480 -0.732411  -0.68
C 1.496141 -0.392094 -0.015252  -1.42
C 1.905694 -1.756386 0.658839  -0.26
C 1.259520 -3.014417 0.037091  0.09
O 1.945070 -3.309056 -1.184933  -0.61
C -2.150451 -1.462630 0.100776  0.39
C -3.498459 -0.862472 -0.283565  -0.22
N -4.576765 -0.574011 -0.449037  -0.47
P -2.282371 -2.609815 1.600543  0.27
O -3.821111 -3.257714 1.535825  -0.43
Cl -2.244004 -1.384660 3.331949  -0.27
H -0.614440 -0.467446 1.322245  0.56
H 0.056086 0.548201 -1.321696  0.50
H 0.002116 -1.221189 -1.464577  0.23
H 2.291849 -0.103246 -0.728266  0.44
H 1.444959 0.397844 0.771933  0.43
H 1.707955 -1.699488 1.750678  0.15
H 3.010440 -1.844584 0.544997  0.39
H 1.472409 -3.867464 0.749301  0.11
H 0.154145 -2.971155 -0.072166  0.05
H 1.688004 -4.223014 -1.381409  0.36
H -1.844677 -2.100109 -0.761410  0.25
H -3.828715 -3.991473 2.174205  0.36
C 5.519824 -3.521628 4.217238  -0.81
C 4.165276 -2.826186 4.189013  -0.34
C 2.989483 -3.805000 4.252968  -0.38
C 2.916563 -4.669523 3.074861  0.28
N 2.862780 -5.351803 2.151669  -0.59
H 5.659374 -4.161189 3.341353  0.32
H 6.322132 -2.781649 4.218373  0.29
H 5.624797 -4.135861 5.111479  0.09
H 4.094253 -2.208249 3.289939  0.17
H 4.100278 -2.149476 5.044572  0.42
H 2.057392 -3.238771 4.331076  0.37
H 3.063665 -4.418113 5.154064  0.28
C -5.095138 3.310536 -4.735592  -1.05
C -4.886120 2.523159 -3.447919  -0.52
C -3.495787 2.724380 -2.839173  0.16
C -2.431508 2.198017 -3.694219  0.31
N -1.595328 1.786603 -4.367340  -0.55
H -4.411581 2.980195 -5.521886  0.36
H -6.113374 3.169889 -5.100354  0.38
H -4.938908 4.379422 -4.570781  0.11
H -5.062351 1.462041 -3.640750  0.21
H -5.633841 2.841829 -2.718410  0.38
H -3.452753 2.216264 -1.873606  -0.23
H -3.322414 3.785375 -2.645307  0.42
C 8.926310 -4.172509 6.075377  -0.93
C 9.805987 -3.072355 6.658247  -0.50
C 9.003900 -1.907157 7.243491  -0.40
C 8.246346 -1.181441 6.220819  0.28
N 7.649452 -0.615012 5.419181  -0.45
H 8.336786 -3.806230 5.232877  0.15
H 9.544346 -4.996179 5.714325  0.38
H 8.240563 -4.567894 6.827704  0.29
H 10.488104 -2.707508 5.886362  0.31
H 10.423599 -3.502029 7.451035  0.32
H 9.690760 -1.210712 7.730327  0.29
H 8.323431 -2.272100 8.016144  0.28
C -6.426701 7.219548 -5.187824  -0.81
C -7.878421 7.549436 -4.864020  -0.50
C -8.403914 6.796417 -3.639600  -0.38
C -8.456715 5.350528 -3.858107  0.27
N -8.490968 4.215140 -4.027779  -0.46
H -6.305124 6.167061 -5.451829  0.20
H -6.085617 7.815162 -6.037029  0.35
H -5.777845 7.438426 -4.337014  0.13
H -8.501374 7.333642 -5.735658  0.31
H -7.960147 8.622629 -4.673320  0.31
H -9.409622 7.153622 -3.405651  0.31
H -7.780202 7.015323 -2.769438  0.24
C 5.364476 -8.910200 4.222498  -1.11
C 4.593046 -9.058736 5.529059  -0.45
C 3.804107 -7.802278 5.904999  -0.36
C 4.677612 -6.664014 6.189950  0.26
N 5.364386 -5.767272 6.400403  -0.56
H 6.125715 -8.130541 4.294679  0.31
H 5.870314 -9.844739 3.975756  0.33
H 4.694306 -8.660158 3.397285  0.31
H 5.287093 -9.320986 6.331339  0.29
H 3.892654 -9.891463 5.429747  0.32
H 3.199194 -8.011281 6.790640  0.33
H 3.109757 -7.542281 5.101790  0.26
C -3.637819 -2.189314 -5.011300  -1.37
C -2.458618 -1.240387 -4.825861  0.21
C -1.105293 -1.908989 -5.079344  -0.49
C -0.815145 -2.957765 -4.101268  0.24
N -0.590478 -3.785094 -3.336455  -0.49
H -3.608704 -3.009856 -4.290597  0.35
H -4.577570 -1.654516 -4.865518  0.36
H -3.644004 -2.616104 -6.017086  0.35
H -2.487243 -0.820347 -3.818103  -0.20
H -2.567721 -0.405330 -5.519570  0.40
H -0.318580 -1.152210 -5.028295  0.28
H -1.076621 -2.327257 -6.088150  0.39
C -1.453411 10.200538 -3.007001  -1.14
C -2.518460 10.305220 -4.092442  -0.42
C -3.911437 10.616168 -3.538974  -0.37
C -4.430324 9.533564 -2.702515  0.24
N -4.834425 8.684500 -2.042467  -0.45
H -1.658365 9.372819 -2.325108  0.34
H -0.474670 10.025057 -3.455493  0.33
H -1.397248 11.121448 -2.422344  0.30
H -2.541336 9.376101 -4.667061  0.29
H -2.234921 11.100998 -4.785631  0.31
H -4.599233 10.776297 -4.372949  0.26
H -3.888077 11.545845 -2.965922  0.32

Cartesian forces, eV/Å:
N -1.409 3.306 -0.023
C 2.728 -4.566 0.702
C -0.534 -0.381 -0.538
C 0.237 1.243 -0.082
C -0.174 -0.301 0.109
C -0.182 0.530 -0.321
C 1.170 -0.795 1.334
O -0.775 -0.139 0.283
C -1.779 1.355 -0.548
C 3.663 -1.971 1.124
N -2.501 0.946 -0.637
P 0.337 -1.248 0.314
O 1.120 1.093 0.042
Cl -0.448 0.027 -0.890
H -0.470 0.492 -0.516
H 0.090 -0.721 0.222
H 0.027 0.272 0.582
H -0.561 -0.083 0.257
H 0.218 -0.425 -0.591
H -0.087 -0.229 -0.574
H -0.751 -0.183 0.168
H -0.411 0.866 -0.608
H 0.589 0.215 -0.145
H 0.191 0.372 -0.346
H -0.152 0.165 0.750
H -0.083 0.171 -0.295
C 0.134 0.075 -0.051
C 0.417 0.072 -0.038
C -0.091 0.411 0.101
C -0.013 -0.139 0.103
N 0.029 0.008 0.090
H -0.047 -0.014 0.020
H -0.060 0.018 -0.039
H 0.024 0.180 -0.215
H -0.153 -0.027 0.037
H -0.121 -0.042 -0.034
H -0.059 -0.148 -0.095
H 0.038 -0.085 -0.101
C -0.026 -0.109 -0.097
C -0.204 0.138 -0.292
C -0.357 -0.171 0.215
C 0.134 0.174 0.056
N -0.053 0.018 0.068
H 0.046 0.044 0.044
H 0.025 0.062 0.027
H 0.011 -0.021 -0.005
H 0.057 0.004 0.114
H 0.105 -0.073 0.061
H 0.157 0.030 -0.043
H 0.130 -0.043 -0.075
C 0.033 0.025 -0.024
C -0.006 -0.349 -0.158
C 0.347 -0.033 0.074
C -0.120 0.017 0.110
N 0.072 -0.081 0.037
H -0.027 -0.011 0.057
H -0.047 0.007 0.008
H -0.031 0.002 -0.065
H -0.018 0.093 0.084
H -0.012 0.150 0.033
H -0.126 0.099 -0.054
H -0.101 0.051 -0.113
C 0.042 0.000 -0.049
C 0.276 0.079 -0.203
C -0.168 0.323 -0.084
C 0.044 -0.035 0.162
N 0.016 0.071 -0.050
H -0.019 0.021 0.030
H 0.016 -0.039 0.015
H -0.019 -0.037 -0.008
H -0.070 -0.012 0.102
H -0.102 -0.065 0.083
H -0.002 -0.162 0.047
H 0.038 -0.139 -0.031
C 0.037 -0.002 0.018
C 0.231 -0.182 -0.279
C -0.133 -0.333 0.151
C -0.088 0.083 -0.067
N -0.069 -0.387 0.297
H -0.052 0.013 -0.014
H -0.010 0.043 -0.018
H 0.034 0.019 0.012
H -0.099 0.059 0.051
H -0.058 0.097 0.100
H 0.042 0.165 0.018
H 0.108 0.128 -0.016
C 0.024 -0.017 0.087
C -0.452 -0.178 -0.099
C -0.019 0.421 -0.001
C 0.089 -0.082 -0.140
N -0.085 0.076 0.123
H 0.005 -0.012 -0.049
H 0.011 -0.045 -0.012
H -0.012 -0.011 0.027
H 0.114 0.036 -0.060
H 0.177 0.002 0.099
H 0.043 -0.097 0.067
H 0.015 -0.135 0.094
C 0.003 -0.068 -0.011
C 0.364 -0.023 0.072
C 0.086 0.059 -0.371
C -0.088 0.090 0.139
N 0.020 0.028 -0.114
H -0.021 0.048 0.004
H -0.019 0.014 0.047
H 0.004 -0.030 0.002
H -0.108 0.052 -0.001
H -0.145 -0.017 -0.008
H -0.097 -0.066 0.119
H -0.041 -0.105 0.104

***

# 2
Below is a structure of composition C36H61KN4O2S at a distorted geometry, with properties calculated with wB97M-V/def2-TZVPD.

The HOMO-LUMO gap comes out at 4.7 eV. The calculation puts the HOMO energy at -0.81 eV. The LUMO energy is 3.93 eV. As for the total charge: -2.

Last column: Mulliken charge in e.
Element x y z (Å)
K 0.691196 0.136326 -2.557693  0.35
C 1.447666 3.745108 -3.743699  -1.23
N 1.260707 2.952785 -2.589053  0.76
C 2.545396 2.678294 -1.998473  -1.37
C 0.453569 3.730213 -1.639764  -1.59
C 0.075568 2.950614 -0.338682  -1.52
N -0.536076 1.650247 -0.547094  1.73
C -1.875532 1.791956 -1.062809  -1.76
C -2.684537 0.516699 -1.127244  0.21
C -3.589864 0.166761 -0.135026  0.30
C -4.378455 -0.997105 -0.283119  -0.96
C -4.081887 -1.812588 -1.327354  -0.05
C -3.194790 -1.546550 -2.327675  -0.76
C -2.544255 -0.258656 -2.333774  0.79
O -1.948985 0.147410 -3.358980  -0.96
C -3.045118 -2.411371 -3.554946  2.64
C -3.697037 -1.679994 -4.811164  -1.64
C -1.559566 -2.732206 -3.819045  -1.48
C -3.793390 -3.698474 -3.308636  -2.49
C -5.312476 -1.467678 0.865425  2.29
C -5.764927 -0.312862 1.788897  -2.27
C -4.669154 -2.672097 1.574888  -1.58
C -6.598556 -2.052998 0.196401  -1.84
C -0.443333 0.713407 0.598281  -0.30
C 0.813320 0.795186 1.477642  -0.39
C 0.686307 1.185045 2.779549  -0.75
C 1.762575 1.335890 3.623909  -0.91
C 3.020051 1.031139 3.078736  0.09
C 3.209753 0.495883 1.794346  -0.53
C 2.061264 0.413715 0.931420  0.22
O 2.055527 -0.079637 -0.248479  0.16
C 4.608967 0.101465 1.217300  2.89
C 4.740792 -1.378750 0.935695  -1.58
C 5.661966 0.559029 2.246314  -2.53
C 4.914094 0.831975 -0.124854  -1.65
C 1.497217 1.854345 5.069725  2.23
C 2.805852 1.940207 5.872268  -2.21
C 0.497149 0.979273 5.840286  -1.66
C 0.926385 3.307901 4.981405  -1.55
H 1.947865 4.693282 -3.553499  0.43
H 0.411747 4.024838 -4.100557  0.30
H 2.024049 3.227910 -4.522227  0.27
H 3.140959 3.553082 -1.831735  0.44
H 3.036494 1.934510 -2.605012  0.48
H 2.356506 2.164293 -1.062493  0.13
H -0.449460 3.997668 -2.217842  0.58
H 0.985960 4.581815 -1.302079  0.58
H -0.598745 3.568549 0.264591  0.40
H 0.984983 2.773453 0.212142  0.56
H -1.784607 2.301790 -1.958357  0.47
H -2.372506 2.530792 -0.329387  0.14
H -3.751407 0.893797 0.668971  0.27
H -4.564263 -2.745723 -1.366952  0.37
H -3.289462 -0.624522 -4.856429  0.27
H -4.748394 -1.610313 -4.609539  0.39
H -3.666204 -2.332165 -5.659231  0.48
H -0.962142 -1.800929 -3.672387  0.10
H -1.406072 -3.192386 -4.824538  0.40
H -1.052407 -3.446575 -3.197928  0.38
H -4.845286 -3.559765 -3.262977  0.42
H -3.514377 -4.214566 -2.400072  0.42
H -3.573916 -4.386616 -4.156126  0.46
H -5.055238 0.040432 2.533928  0.33
H -6.562150 -0.689828 2.402300  0.54
H -6.158056 0.531334 1.256519  0.41
H -3.719438 -2.481358 2.024852  0.31
H -4.624930 -3.557630 0.903477  0.30
H -5.262936 -3.001634 2.428105  0.47
H -7.109446 -1.217560 -0.294042  0.37
H -7.184909 -2.528901 0.939160  0.54
H -6.422934 -2.846439 -0.521647  0.31
H -0.521350 -0.350661 0.291317  0.06
H -1.358606 0.861165 1.194846  0.29
H -0.333095 1.361044 3.170977  0.30
H 3.916133 1.122491 3.688181  0.42
H 4.515396 -2.013602 1.756503  0.38
H 5.812887 -1.521787 0.665013  0.47
H 4.055108 -1.687063 0.134080  0.13
H 5.539047 0.008912 3.194952  0.43
H 5.664894 1.643081 2.364717  0.40
H 6.647497 0.333101 1.914104  0.50
H 4.306203 0.460534 -0.920225  0.05
H 5.941194 0.620167 -0.317867  0.63
H 4.755794 1.921460 -0.070365  0.26
H 3.428448 0.965272 5.861377  0.30
H 2.526212 2.168805 6.884220  0.52
H 3.481581 2.637563 5.479059  0.43
H 0.657230 -0.058075 5.673561  0.39
H -0.540750 1.204246 5.488871  0.33
H 0.475740 1.044376 6.934944  0.40
H 1.649225 3.988842 4.516102  0.33
H 0.754148 3.676066 6.049727  0.38
H 0.011621 3.405874 4.402109  0.32
N 2.580928 -3.497897 -1.977759  -0.25
C 2.312557 -3.773718 -0.714466  0.11
N 1.428405 -2.920514 -0.105857  -0.31
S 3.014029 -5.036716 0.199973  -0.47
H 2.358233 -2.571819 -2.339300  0.04
H 3.244493 -4.082870 -2.463685  0.21
H 1.514069 -1.916863 -0.349301  -0.11
H 1.387071 -2.964065 0.901111  0.33
C 2.988718 -1.141701 -3.883923  -1.51
H 2.779142 -0.210345 -4.437947  0.37
H 2.671937 -1.964749 -4.531125  0.36
H 4.109224 -1.201130 -3.617790  0.08

Cartesian forces, eV/Å:
K 0.022 -0.159 0.007
C -1.547 0.550 -1.687
N -0.002 0.465 1.171
C -0.653 -1.660 0.467
C -1.609 -2.193 -0.093
C 0.057 -0.603 -0.863
N 1.381 -0.748 -0.142
C -1.075 0.050 3.285
C 0.308 0.417 -0.635
C -0.503 -0.040 -0.779
C 0.359 1.687 2.747
C 0.183 -0.665 -0.555
C 0.500 1.459 -0.531
C -1.120 -0.759 1.095
O 1.332 0.981 -0.780
C 0.005 0.016 -0.120
C 0.737 0.637 1.986
C 0.681 0.801 -0.864
C 0.787 -1.248 -1.412
C 0.014 -0.487 -1.619
C 0.369 -1.062 0.399
C -0.769 -0.397 0.296
C 0.742 1.054 -0.175
C 0.157 -0.295 0.493
C -1.232 0.427 -0.677
C -1.192 0.305 0.507
C 0.384 0.103 0.823
C 0.313 -0.492 0.074
C -0.176 0.440 -0.674
C -0.147 -0.722 0.401
O 0.560 -0.132 -0.676
C -0.857 1.505 0.653
C 0.597 0.140 -0.916
C -0.415 -0.482 0.025
C -0.593 0.405 1.203
C 0.693 0.454 -0.647
C -0.028 -2.705 -0.079
C -1.304 0.444 -0.373
C 0.498 0.154 1.489
H 0.390 0.453 0.269
H 1.128 -0.341 -0.222
H -0.304 -0.037 0.136
H 0.583 0.818 0.024
H 0.656 -0.061 -0.348
H 0.338 -0.028 0.222
H 0.238 0.274 0.544
H 0.579 1.435 0.195
H -0.024 0.466 0.179
H 0.230 0.194 0.389
H -0.208 0.701 -2.125
H -0.088 -0.693 -0.700
H 0.071 -0.442 -0.063
H -0.697 -1.006 0.034
H -0.192 -1.495 -0.539
H -0.804 0.244 0.375
H 0.701 -0.052 -0.937
H -0.507 -0.730 -0.796
H -0.162 0.781 0.296
H -0.430 -0.565 1.029
H -1.109 0.214 -0.097
H 0.395 -0.053 0.265
H -0.235 0.200 0.408
H 0.579 0.004 -0.314
H -0.732 -0.306 0.331
H -0.036 0.411 -0.535
H 0.964 0.302 -0.174
H 0.268 0.720 0.252
H -0.515 -0.007 0.129
H -0.286 -0.323 0.034
H -1.036 -0.153 0.980
H 0.416 0.144 -0.311
H -0.019 0.622 -0.506
H 0.306 0.085 0.436
H 0.509 0.067 -0.270
H -0.347 0.117 0.074
H -0.136 -0.448 1.059
H -0.713 -0.365 -0.155
H 0.462 0.178 0.002
H -0.018 0.489 -0.163
H -0.332 0.004 0.352
H 0.959 -0.455 -0.572
H -0.426 -0.375 -0.483
H 0.953 0.025 -0.485
H 0.142 -0.264 0.197
H -1.314 1.178 0.145
H 0.244 0.254 0.645
H 0.805 1.392 -0.535
H 0.275 -0.989 -0.498
H 0.688 -0.249 0.256
H 0.291 0.700 -0.081
H 0.035 -0.205 0.086
H -0.002 -0.274 -1.265
H -0.172 -0.308 0.089
N 0.099 -0.694 0.232
C -0.066 0.057 1.396
N 0.205 0.810 -0.109
S -0.213 -0.036 -0.529
H 0.223 0.543 -0.844
H -0.088 0.311 0.159
H -0.017 -0.274 -0.265
H 0.171 -0.553 -0.057
C 0.776 0.093 0.758
H 0.273 0.043 -0.054
H 0.279 -0.225 -0.218
H -1.458 0.035 -0.552

***

Number 1: energy -77637.093 eV, molecular weight 718.4 g mol⁻¹. Number 2: energy -75538.258 eV, molecular weight 653.1 g mol⁻¹.